No. 1
Computed, not measured: a structure of composition C2H5N4O2, with ωB97M-V/def2-TZVPD.

Total charge: +1
Orbital gap in eV: 8.65
Maximum force in eV Å⁻¹: 4.6

Element x y z (Å)
C -1.291 -0.503 -0.719
C 0.293 -0.199 0.858
N -1.325 0.805 -0.350
N -0.358 0.990 0.573
N -0.375 -1.126 -0.004
N 1.934 -0.045 -0.073
O 2.503 -1.081 -0.252
O 2.018 1.077 -0.481
H -1.899 -0.865 -1.458
H 0.527 -0.304 1.848
H -1.982 1.571 -0.540
H 0.096 1.825 0.646
H -0.142 -2.147 -0.047

***

No. 2
Computed, not measured: a structure of composition C11H16N2O4STi, with ωB97M-V/def2-TZVPD.

Total charge: +2
Orbital gap (spin up / spin down) in eV: 7.42 / 6.79
Multiplicity: 3
Maximum force in eV Å⁻¹: 6.5

Element x y z (Å)
Ti 0.004 0.793 -1.792
O 0.033 4.138 -1.619
C 0.009 2.982 -1.655
C 0.080 -1.230 -1.390
O 0.101 -2.359 -1.082
C 2.131 1.016 -2.076
O 3.262 1.227 -2.218
C -2.101 0.924 -2.087
O -3.235 1.073 -2.282
C 0.013 1.540 -3.932
H -0.906 2.104 -4.149
H 0.926 2.118 -4.137
C 0.024 0.119 -3.994
H 0.950 -0.433 -4.220
H -0.892 -0.445 -4.238
C -2.441 0.158 1.490
N -1.221 -0.446 2.046
C -1.380 -1.689 2.803
C -0.025 -0.059 1.582
S 0.045 1.365 0.538
N 1.125 -0.702 1.884
C 1.398 -1.259 3.211
C 2.315 -0.459 1.059
H -3.292 -0.253 2.033
H -2.556 -0.041 0.414
H -2.425 1.245 1.621
H -0.613 -2.409 2.505
H -1.291 -1.475 3.881
H -2.368 -2.111 2.601
H 1.420 -2.360 3.163
H 2.396 -0.923 3.530
H 0.654 -0.932 3.952
H 2.118 -0.724 0.016
H 2.619 0.594 1.097
H 3.124 -1.086 1.446

***

No. 3
Computed, not measured: a cluster of 7 separate species, C14H21N7 in total, with ωB97M-V/def2-TZVPD.

Structure (SMILES): CC#N.CC#N.CC#N.CC#N.CC#N.CC#N.CC#N
Orbital gap in eV: 11.18
Maximum force in eV Å⁻¹: 4.3

Element x y z (Å)
C 0.304 0.932 -3.118
C 0.809 0.026 -4.189
N 1.163 -0.654 -5.061
H 0.779 0.458 -2.259
H -0.774 0.888 -2.961
H 0.631 1.921 -3.438
C -4.392 1.394 -1.746
C -3.338 0.808 -0.909
N -2.533 0.334 -0.281
H -4.013 1.374 -2.768
H -4.469 2.477 -1.645
H -5.322 0.858 -1.559
C 1.961 -2.385 3.535
C 0.814 -3.112 3.159
N -0.091 -3.705 2.844
H 1.574 -1.497 4.036
H 2.301 -2.287 2.504
H 2.695 -2.949 4.111
C 0.072 6.462 -1.420
C 0.108 5.075 -1.053
N 0.110 3.920 -0.835
H -1.004 6.623 -1.480
H 0.562 6.605 -2.383
H 0.516 7.110 -0.663
C 3.925 -3.697 0.131
C 4.071 -3.945 -1.351
N 4.290 -4.040 -2.475
H 4.333 -2.706 0.329
H 4.508 -4.469 0.633
H 2.844 -3.787 0.237
C 0.440 0.737 0.451
C 1.227 -0.437 0.097
N 1.893 -1.351 -0.215
H -0.180 0.965 -0.416
H 0.975 1.600 0.849
H -0.278 0.498 1.235
C -2.445 -1.471 3.373
C -3.357 -2.104 2.340
N -4.062 -2.610 1.563
H -2.987 -0.644 3.831
H -1.589 -1.002 2.887
H -2.070 -2.212 4.079

***

No. 4
Computed, not measured: a structure of composition C11H20Cl2O5PbS, with ωB97M-V/def2-TZVPD.

Total charge: -2
Orbital gap (spin up / spin down) in eV: 5.91 / 5.92
Maximum force in eV Å⁻¹: 4.0

Element x y z (Å)
C 1.816 -0.822 1.437
C 2.206 0.494 1.012
C 2.050 0.575 -0.387
C 2.667 1.589 1.901
C 1.636 -0.719 -0.854
C 1.525 -1.589 0.285
C 1.109 -2.984 0.231
C 1.689 -1.255 2.849
C 2.251 1.773 -1.216
C 1.268 -1.070 -2.163
Pb -2.846 -1.732 -0.068
Cl -0.675 2.542 1.608
Cl -3.628 -0.609 2.092
O -1.113 -0.849 -1.423
H 2.144 1.542 2.873
H 2.385 2.559 1.458
H 3.770 1.533 2.047
H 1.522 2.539 -0.933
H 2.111 1.527 -2.266
H 3.260 2.175 -1.082
H 1.347 -0.302 -2.921
H -0.254 -1.063 -1.939
H 1.484 -2.087 -2.485
H 0.909 -3.264 -0.800
H 0.166 -3.107 0.820
H 1.892 -3.649 0.602
H 1.147 -0.472 3.414
H 2.685 -1.431 3.304
H 1.095 -2.180 2.880
H -1.446 -0.016 -1.816
O -1.424 -2.780 1.117
H -1.688 -3.127 1.984
C -3.771 2.706 -0.878
S -3.986 1.385 -2.021
O -5.082 1.784 -2.893
O -2.654 1.211 -2.631
O -4.331 0.196 -1.190
H -3.671 3.606 -1.485
H -2.914 2.558 -0.213
H -4.654 2.811 -0.253

***

No. 5
Computed, not measured: the molecule C26H30N2O4S, with ωB97M-V/def2-TZVPD.

Structure (SMILES): COCCN(C(=O)Cc1cccs1)[C@@H](C(=O)NCc1ccc(OC)cc1)c1ccc(C)cc1
Orbital gap in eV: 8.84
Maximum force in eV Å⁻¹: 0.8

Element x y z (Å)
C -3.614 -5.207 0.577
H -4.510 -4.782 1.045
O -2.483 -4.412 0.827
C -2.604 -3.105 0.324
C -1.338 -2.332 0.715
N -1.353 -0.981 0.201
C -0.753 -0.578 -0.939
O -0.803 0.578 -1.334
C 0.042 -1.604 -1.734
C 1.453 -1.662 -1.238
C 2.580 -1.833 -1.980
C 3.758 -1.885 -1.201
C 3.510 -1.738 0.123
S 1.837 -1.529 0.450
H 4.199 -1.741 0.943
H 4.740 -2.020 -1.617
H 2.573 -1.928 -3.051
H 0.059 -1.259 -2.771
H -0.424 -2.591 -1.710
C -2.070 -0.003 1.027
C -3.067 0.831 0.256
C -3.401 2.107 0.695
C -4.353 2.854 0.028
C -5.003 2.350 -1.092
C -4.680 1.069 -1.516
C -3.732 0.316 -0.848
H -3.504 -0.680 -1.198
H -5.178 0.650 -2.379
C -6.020 3.178 -1.817
H -6.732 3.610 -1.117
H -5.529 3.998 -2.340
H -6.561 2.581 -2.546
H -4.598 3.845 0.383
H -2.916 2.516 1.569
H -2.626 -0.576 1.778
C -1.026 0.821 1.818
O -0.820 0.606 2.996
N -0.404 1.750 1.083
H -0.590 1.753 0.084
C 0.736 2.500 1.561
C 2.015 2.070 0.886
C 3.134 1.735 1.629
C 4.317 1.351 1.016
C 4.388 1.284 -0.369
C 3.260 1.612 -1.122
C 2.094 2.004 -0.503
H 1.234 2.249 -1.108
H 3.326 1.549 -2.197
O 5.491 0.914 -1.081
C 6.655 0.560 -0.378
H 6.487 -0.310 0.266
H 7.394 0.306 -1.137
H 7.031 1.392 0.226
H 5.167 1.103 1.632
H 3.090 1.771 2.707
H 0.556 3.565 1.367
H 0.800 2.340 2.640
H -0.469 -2.884 0.362
H -1.265 -2.293 1.805
H -3.499 -2.614 0.739
H -2.712 -3.127 -0.774
H -3.407 -6.184 1.009
H -3.796 -5.314 -0.500

***

No. 6
Computed, not measured: the molecule C4H5NO2, with ωB97M-V/def2-TZVPD.

Orbital gap in eV: 9.41
Maximum force in eV Å⁻¹: 0.5

Element x y z (Å)
O -2.584 0.146 2.127
C -1.428 -0.374 0.118
N -0.239 0.146 0.164
C 0.519 0.497 -1.024
C 1.975 0.134 -0.844
O 2.437 -0.192 0.223
C -2.037 -0.674 1.411
H 0.271 0.318 1.033
H 0.458 1.577 -1.223
H 0.079 -0.021 -1.881
H 2.607 0.206 -1.751
H -2.058 -1.762 1.647

***

No. 7
Computed, not measured: a structure of composition C6H8O2, with ωB97M-V/def2-TZVPD.

Orbital gap in eV: 9.79
Maximum force in eV Å⁻¹: 9.7

Element x y z (Å)
C -0.522 0.799 -0.230
C 0.996 0.812 -0.504
C 1.145 -0.604 -0.539
C -0.026 -1.274 0.161
C -0.522 -0.051 1.144
C -1.043 -0.592 -0.600
H -2.025 1.576 -0.150
H 1.558 1.258 0.658
H 1.825 1.405 -1.552
H 2.059 -1.131 0.165
H 1.513 -0.893 -1.389
H -0.049 -2.188 0.482
H 0.310 0.188 1.878
H -1.674 -0.336 1.321
O -1.203 1.930 -0.165
O -2.342 -0.898 -0.682

***

No. 8
Computed, not measured: a cluster of 6 separate species, C35H82BBrN8O6 in total, with ωB97M-V/def2-TZVPD.

Structure (SMILES): CCCCCCCCCCC[C@](C#N)(B(N)O)[C@@H](Br)C#N.COC[C@@H](C)N.COC[C@@H](C)N.COC[C@@H](C)N.COC[C@@H](C)N.COC[C@@H](C)N
Orbital gap in eV: 9.13
Maximum force in eV Å⁻¹: 7.0

Element x y z (Å)
C 2.531 1.045 -1.959
C 3.941 0.435 -2.486
C 4.371 -0.934 -1.725
C 3.462 -2.210 -2.103
C 2.327 -2.583 -1.025
C 2.915 -2.870 0.471
C 2.575 -1.647 1.497
C 2.946 -1.972 3.033
C 4.304 -1.288 3.563
C 5.645 -2.151 3.272
C 6.191 -2.028 1.762
C 7.569 -1.180 1.619
C 7.939 -1.242 0.034
N 8.106 -1.209 -1.168
B 8.850 -1.911 2.369
N 9.845 -1.212 3.223
O 9.070 -3.347 2.156
C 7.421 0.386 1.965
Br 5.843 1.250 1.065
C 7.315 0.715 3.530
N 7.606 0.876 4.701
H 1.856 0.209 -1.549
H 2.012 1.599 -2.839
H 2.689 1.863 -1.147
H 4.745 1.222 -2.196
H 3.904 0.311 -3.641
H 5.499 -1.138 -1.918
H 4.310 -0.704 -0.586
H 4.167 -3.135 -2.163
H 2.991 -2.138 -3.165
H 1.499 -1.803 -0.898
H 1.846 -3.579 -1.376
H 4.031 -3.133 0.434
H 2.364 -3.794 0.907
H 1.422 -1.517 1.428
H 3.015 -0.634 1.134
H 2.902 -3.113 3.203
H 2.086 -1.533 3.680
H 4.378 -0.192 3.189
H 4.210 -1.202 4.718
H 5.399 -3.266 3.468
H 6.429 -1.853 4.064
H 6.428 -3.110 1.411
H 5.439 -1.613 1.004
H 10.787 -1.628 3.144
H 9.968 -0.213 2.947
H 9.656 -3.472 1.362
H 8.347 0.911 1.500
C 0.288 -6.965 -5.427
C 1.322 -6.183 -4.622
C 0.897 -5.927 -3.161
O -0.060 -4.883 -3.005
C -1.406 -5.284 -3.211
N 1.627 -4.930 -5.324
H -0.576 -6.357 -5.703
H 0.730 -7.330 -6.359
H -0.070 -7.834 -4.867
H 2.234 -6.791 -4.594
H 1.782 -5.596 -2.607
H 0.552 -6.847 -2.673
H -1.590 -6.304 -2.864
H -1.669 -5.186 -4.267
H -2.050 -4.604 -2.649
H 2.378 -4.453 -4.828
H 0.825 -4.310 -5.198
C 9.866 2.973 -3.123
C 8.902 2.627 -1.992
C 7.554 2.063 -2.486
O 6.657 3.049 -2.991
C 6.878 3.405 -4.346
N 8.714 3.812 -1.145
H 9.586 3.889 -3.648
H 10.874 3.129 -2.727
H 9.920 2.161 -3.854
H 9.381 1.847 -1.389
H 7.043 1.617 -1.626
H 7.696 1.255 -3.214
H 7.212 2.554 -4.947
H 7.598 4.223 -4.407
H 5.933 3.769 -4.757
H 8.138 3.552 -0.345
H 8.124 4.464 -1.663
C -7.276 -3.107 -0.066
C -5.798 -2.823 0.185
C -5.027 -2.418 -1.089
O -4.704 -3.508 -1.949
C -5.747 -3.886 -2.833
N -5.191 -3.990 0.837
H -7.442 -4.064 -0.564
H -7.821 -3.144 0.883
H -7.728 -2.320 -0.676
H -5.747 -1.977 0.880
H -4.064 -1.997 -0.778
H -5.547 -1.626 -1.642
H -6.334 -3.028 -3.170
H -6.393 -4.628 -2.357
H -5.293 -4.361 -3.706
H -4.227 -3.763 1.079
H -5.095 -4.718 0.127
C -8.229 3.379 1.523
C -8.512 1.999 2.107
C -7.552 0.906 1.592
O -7.844 0.443 0.276
C -7.308 1.249 -0.761
N -9.915 1.650 1.852
H -8.556 3.471 0.484
H -8.760 4.148 2.092
H -7.161 3.613 1.567
H -8.369 2.074 3.192
H -7.662 0.029 2.241
H -6.503 1.218 1.672
H -6.338 1.677 -0.492
H -8.014 2.038 -1.027
H -7.175 0.617 -1.643
H -10.121 0.767 2.317
H -9.994 1.422 0.860
C -8.987 9.442 5.007
C -9.269 8.060 5.592
C -8.310 6.967 5.074
O -8.604 6.506 3.759
C -8.069 7.313 2.722
N -10.673 7.712 5.338
H -9.315 9.534 3.970
H -9.516 10.210 5.579
H -7.918 9.675 5.050
H -9.125 8.134 6.676
H -8.420 6.091 5.722
H -7.261 7.280 5.152
H -7.099 7.741 2.990
H -8.777 8.103 2.459
H -7.938 6.684 1.838
H -10.878 6.830 5.803
H -10.754 7.485 4.346